220
Properties=species:S:1:pos:R:3:forces:R:3 method="wB97M-V/def2-TZVPD" orbital_gap_ev="1.563 / 5.905" e_tot_ev=-201704.1912 e_homo_ev="-0.09 / -4.43" total_charge=-1 s2=0.760 multiplicity=2
C 1.186 -3.436 5.307 -0.86 -0.10 -1.67
C 2.499 -3.680 4.898 -1.98 -0.18 0.79
C 2.717 -4.123 3.611 -1.33 0.61 0.07
C 1.685 -4.212 2.686 -0.19 1.02 0.15
C 0.374 -3.813 3.023 0.79 -0.86 0.30
C 0.093 -3.483 4.337 3.24 0.48 1.27
O -1.063 -2.984 4.733 -0.72 0.52 1.14
O 3.978 -4.336 3.233 1.84 -0.65 -1.04
H 0.940 -3.160 6.322 0.02 0.13 0.05
H 3.320 -3.561 5.589 0.14 -0.03 0.13
H 1.979 -4.300 1.650 -0.19 -0.52 -0.17
H -0.456 -3.842 2.333 0.12 0.08 -0.34
H -1.753 -3.294 4.142 -0.93 -0.42 -0.54
H 4.524 -4.401 4.020 0.12 0.03 -0.04
C -3.422 4.695 5.108 4.14 -2.35 -0.12
C -3.138 3.337 4.890 0.43 -0.18 0.26
C -4.174 2.429 4.729 1.09 -0.38 -0.38
C -5.414 2.908 4.785 -3.80 2.47 0.05
C -5.697 4.281 4.897 -0.12 -1.02 0.18
C -4.650 5.150 5.060 -3.11 0.90 -0.14
O -4.775 6.490 5.114 -0.03 1.79 0.18
O -4.018 1.107 4.459 1.42 -0.38 0.13
H -2.630 5.407 5.287 0.24 -0.09 -0.10
H -2.130 2.948 4.875 0.14 0.26 0.03
H -6.297 2.294 4.689 0.07 -0.49 -0.08
H -6.710 4.655 4.887 -0.17 -0.13 -0.06
H -5.627 6.829 5.397 -0.18 -0.46 -0.06
H -4.858 0.703 4.228 -0.14 -0.02 0.02
C -3.138 -6.311 -0.809 0.07 -3.32 -0.01
C -2.917 -7.734 -0.544 0.08 3.24 0.42
C -1.680 -8.148 0.053 -3.13 1.17 -2.24
C -0.733 -7.159 0.237 0.56 0.40 0.27
C -0.930 -5.789 -0.098 0.72 -2.45 1.04
C -2.130 -5.425 -0.622 0.23 3.16 0.05
O -2.396 -4.084 -0.875 -0.87 -1.64 -0.50
O -1.451 -9.452 0.331 1.39 -0.70 0.94
H -4.065 -5.881 -1.157 -0.29 -0.43 -0.05
H -3.837 -8.287 -0.668 0.34 -0.84 0.04
H 0.180 -7.504 0.698 0.35 0.26 0.03
H -0.171 -5.065 0.159 0.00 0.06 -0.12
H -1.678 -3.498 -0.622 0.38 0.09 0.19
H -2.061 -10.110 -0.009 -0.38 0.72 -0.23
C -4.415 -2.595 3.034 2.48 -1.92 0.17
C -5.660 -2.156 2.563 0.65 2.35 0.96
C -6.373 -2.899 1.717 -1.72 -1.01 -0.29
C -5.963 -4.178 1.384 -1.24 -0.01 -1.44
C -4.678 -4.626 1.726 1.67 -0.20 1.08
C -3.910 -3.842 2.583 -1.85 0.69 0.03
O -2.713 -4.329 3.106 0.31 0.40 -0.14
O -7.635 -2.394 1.398 0.04 -0.02 -0.23
H -3.783 -2.006 3.682 -0.12 0.15 0.29
H -6.025 -1.215 2.950 -0.36 0.20 -0.18
H -6.581 -4.837 0.793 -0.32 0.07 -0.13
H -4.316 -5.573 1.354 0.13 -0.05 0.08
H -2.858 -5.256 3.308 0.04 -0.21 -0.08
H -7.977 -2.871 0.638 0.08 -0.22 -0.08
C 4.100 4.787 -2.452 1.16 -1.31 0.20
C 4.615 3.440 -2.334 -1.71 0.79 -0.15
C 3.810 2.382 -1.793 0.73 1.65 -0.45
C 2.551 2.756 -1.291 0.05 0.90 -0.52
C 2.089 4.100 -1.431 0.21 -1.95 0.13
C 2.856 5.111 -1.967 -0.09 -0.96 1.85
O 2.429 6.381 -1.641 0.46 1.01 -1.32
O 4.292 1.085 -1.612 -0.57 0.72 0.60
H 4.727 5.604 -2.778 0.32 -0.14 -0.14
H 5.634 3.287 -2.657 0.03 -0.27 -0.03
H 1.969 2.014 -0.764 -0.27 -0.05 -0.21
H 1.120 4.453 -1.108 -0.28 -0.59 0.48
H 2.240 6.448 -0.702 0.05 -0.30 -0.01
H 4.628 0.652 -2.400 -0.02 0.45 -0.29
C 0.468 3.801 1.996 -0.83 -0.24 -1.08
O 0.124 3.705 3.358 1.77 -0.79 2.53
P 1.069 2.896 4.479 -1.11 1.69 -0.45
O 2.201 2.191 3.830 -0.77 0.49 0.74
O 1.409 4.081 5.572 0.33 -0.29 -1.21
C 2.507 5.058 5.282 -0.39 -0.89 0.00
O 0.005 2.024 5.342 1.40 3.46 -1.46
C -0.144 0.673 5.095 -0.12 -2.87 1.35
H -0.282 3.156 1.539 0.25 0.08 -0.77
H 1.462 3.530 1.641 0.22 -0.48 0.77
H 0.338 4.823 1.639 -0.33 0.16 0.29
H 2.235 6.075 5.000 -1.14 -0.32 -0.34
H 3.101 4.633 4.473 0.41 0.09 0.37
H 3.047 5.246 6.210 0.18 -0.80 -0.07
H -1.033 0.279 4.604 -0.14 1.12 -0.65
H -0.305 0.296 6.105 0.38 -0.59 0.03
H 0.747 0.210 4.670 0.00 0.08 -0.04
C 7.230 -0.014 1.127 -0.65 0.22 1.11
O 7.847 -1.224 0.677 0.49 -0.61 0.17
P 8.679 -2.212 1.621 -0.32 -0.44 0.38
O 9.147 -1.647 2.922 -0.48 -1.03 -1.97
O 7.675 -3.529 1.728 0.86 2.79 -1.27
C 8.061 -4.613 2.477 -0.49 -1.71 2.51
O 9.829 -2.763 0.630 -0.68 0.11 0.05
C 9.469 -3.182 -0.730 1.37 -0.06 0.43
H 7.644 0.325 2.077 0.37 -0.01 -0.21
H 6.177 -0.190 1.345 -0.09 -0.26 -0.23
H 7.272 0.789 0.392 0.41 -0.39 -0.19
H 7.238 -4.834 3.157 -0.41 -0.09 -0.04
H 8.852 -4.467 3.212 0.58 0.45 -0.50
H 8.214 -5.564 1.966 0.27 0.38 -0.75
H 9.163 -2.289 -1.274 -0.73 -0.52 -0.03
H 8.904 -4.114 -0.747 -1.04 0.67 0.23
H 10.373 -3.545 -1.219 0.52 0.46 0.32
C -3.446 5.921 -5.450 0.41 0.28 0.36
O -3.920 6.416 -4.166 0.72 0.54 0.34
P -2.971 6.371 -2.880 -1.39 -1.28 2.29
O -3.434 7.094 -1.632 0.62 -1.44 -2.83
O -2.745 4.749 -2.689 0.96 2.08 -0.44
C -3.621 3.911 -1.964 -0.22 0.78 0.85
O -1.562 6.772 -3.426 -0.01 0.23 -0.20
C -0.456 6.863 -2.522 0.25 0.84 -0.03
H -2.375 5.723 -5.475 -0.03 -0.28 0.52
H -3.536 6.731 -6.174 -0.73 -0.17 -0.04
H -3.979 4.997 -5.676 -0.05 0.36 -0.20
H -4.394 4.561 -1.554 -0.83 -0.48 -0.41
H -3.142 3.585 -1.041 0.38 -0.54 -0.28
H -3.909 3.094 -2.625 -0.38 0.01 0.44
H 0.079 5.913 -2.508 0.03 0.32 -0.04
H -0.738 7.207 -1.527 -0.48 -0.52 0.14
H 0.123 7.714 -2.881 0.48 -0.52 -0.29
C -2.663 -3.158 -8.544 -1.29 -0.97 -0.70
O -2.839 -2.518 -7.308 1.26 -0.17 2.54
P -3.005 -3.486 -5.992 -1.09 0.42 0.44
O -3.861 -4.663 -6.326 1.18 1.51 0.77
O -3.690 -2.451 -4.911 0.33 -0.67 -1.67
C -3.032 -1.409 -4.129 0.91 -1.50 -0.06
O -1.503 -3.834 -5.468 -1.82 1.15 -1.19
C -1.283 -4.397 -4.178 -0.19 -0.60 0.99
H -2.552 -4.237 -8.429 0.26 -0.01 0.04
H -1.859 -2.775 -9.174 -0.03 0.38 0.38
H -3.653 -3.034 -8.982 0.28 -0.04 -0.89
H -3.647 -0.545 -3.876 -0.58 -0.46 -0.30
H -2.141 -1.039 -4.636 0.07 -0.08 -0.02
H -2.756 -1.991 -3.250 0.26 0.75 0.47
H -0.918 -5.416 -4.308 0.63 0.34 0.01
H -2.149 -4.546 -3.533 -0.63 0.41 -0.40
H -0.644 -3.722 -3.608 0.35 -0.40 -0.26
C 2.204 -0.154 1.321 -0.50 1.00 0.64
O 1.439 -1.134 0.641 -3.07 -0.31 -1.72
P -0.140 -0.928 0.017 1.62 1.85 2.47
O -0.760 -2.159 -0.489 1.05 0.74 0.28
O 0.040 0.277 -1.040 0.07 -1.11 1.05
C -1.149 0.699 -1.741 -0.23 -0.26 -0.95
O -0.974 -0.173 1.230 3.53 0.80 -4.37
C -1.809 -0.781 2.078 -2.71 -2.15 2.49
H 3.260 -0.286 1.088 -0.15 -0.11 -0.14
H 2.050 -0.159 2.400 0.07 -0.74 0.14
H 1.886 0.868 1.117 0.09 0.09 -0.66
H -1.353 1.749 -1.530 -0.09 -0.20 0.30
H -2.003 0.043 -1.570 -0.08 0.28 0.64
H -0.984 0.595 -2.813 0.42 0.18 -0.03
H -2.180 -1.771 1.812 0.44 -0.30 -0.54
H -2.760 -0.254 2.143 0.22 0.47 0.27
H -1.342 -0.896 3.056 -0.17 0.10 0.10
C 5.176 2.058 6.261 0.14 -1.60 2.16
O 5.413 1.923 4.898 1.43 1.52 -2.11
P 6.597 2.834 4.225 -1.55 -1.17 -1.98
O 6.498 4.244 4.609 0.58 -0.22 0.39
O 7.995 2.049 4.441 -4.25 -0.32 -2.41
C 8.912 2.526 5.284 2.82 1.18 2.31
O 6.397 2.561 2.620 -1.09 -0.20 0.89
C 5.038 2.595 2.004 -0.20 0.04 0.95
H 5.411 1.057 6.622 -0.20 -0.10 0.58
H 4.149 2.251 6.572 -0.18 0.25 -0.78
H 5.812 2.709 6.860 0.23 0.51 -0.64
H 8.625 3.444 5.797 -0.15 0.16 -0.10
H 9.818 2.735 4.716 0.26 -0.03 0.23
H 9.111 1.786 6.059 0.24 -0.09 0.00
H 4.288 2.974 2.698 0.26 0.30 0.19
H 4.633 1.611 1.770 0.74 -0.34 0.07
H 4.985 3.183 1.087 0.74 0.15 0.15
C 4.618 -3.895 -0.080 1.54 1.18 0.63
O 4.232 -4.114 -1.416 -1.94 0.53 0.19
C 3.033 -3.273 -1.655 0.44 -1.63 1.00
C 2.216 -3.699 -2.826 0.69 -0.06 -0.82
O 1.428 -4.884 -2.728 -0.07 1.33 -1.04
C 1.802 -5.898 -1.853 1.22 -0.25 0.23
H 5.537 -4.425 0.170 -0.08 -0.29 -0.38
H 3.974 -3.986 0.794 -1.01 -0.96 -0.63
H 4.873 -2.843 0.047 0.41 0.52 -0.22
H 3.353 -2.236 -1.759 -0.12 0.12 0.14
H 2.362 -3.433 -0.812 0.20 0.61 0.56
H 2.908 -3.697 -3.668 0.10 -0.78 -0.50
H 1.581 -2.849 -3.075 -0.59 -0.14 0.26
H 1.645 -5.546 -0.834 -0.22 -0.68 0.20
H 2.854 -6.169 -1.933 0.33 0.24 -0.11
H 1.288 -6.814 -2.147 -0.60 0.31 0.44
C -1.151 3.034 -4.600 -1.11 1.23 -2.12
O -1.490 1.734 -5.015 1.57 -2.58 0.08
C -2.432 1.551 -6.064 -2.06 1.47 0.86
C -2.232 2.258 -7.382 1.76 0.77 1.15
O -2.477 3.667 -7.146 1.58 -2.31 1.42
C -2.770 4.425 -8.228 -1.35 0.06 -1.51
H -0.489 3.471 -5.348 0.18 0.24 -0.14
H -0.663 3.238 -3.647 -0.36 -1.23 0.31
H -2.097 3.568 -4.690 0.25 0.63 0.56
H -3.318 2.012 -5.628 -0.77 0.00 -0.18
H -2.737 0.526 -6.272 0.92 -0.34 0.55
H -2.728 1.805 -8.241 -0.65 0.27 0.20
H -1.166 2.093 -7.539 0.43 0.39 -0.65
H -2.389 4.046 -9.177 0.49 -0.02 -0.08
H -2.441 5.455 -8.094 -0.22 0.00 0.04
H -3.850 4.285 -8.290 -0.50 1.10 -0.75
C -4.411 1.358 0.635 -0.06 0.66 -0.37
O -4.275 0.598 -0.549 -0.18 0.67 0.58
C -5.460 -0.063 -0.956 0.27 -1.51 0.36
C -6.644 0.718 -1.537 1.94 0.22 -0.06
O -6.101 1.415 -2.641 0.94 -0.64 0.29
C -6.910 2.314 -3.325 -0.37 -0.43 1.42
H -5.119 2.162 0.434 -0.05 0.38 0.23
H -3.439 1.788 0.876 0.05 0.04 -0.12
H -4.755 0.836 1.528 -0.12 -0.63 -0.17
H -5.842 -0.660 -0.128 -0.12 -0.08 0.36
H -4.987 -0.789 -1.617 -0.88 -0.09 -0.67
H -7.011 1.385 -0.758 -0.31 0.36 -0.05
H -7.429 0.018 -1.826 -0.12 -0.10 -0.07
H -7.227 3.080 -2.617 0.14 0.76 -0.17
H -7.840 1.785 -3.535 -0.15 0.17 -1.21
H -6.257 2.684 -4.115 -0.82 0.17 -0.34